#1
Molecular formula: C5H14N2O
Method: DFT, ωB97M-V/def2-TZVPD

Cartesian coordinates (Å):
C  -1.5169  0.3175  1.4811
C  -1.2642  -0.8775  0.5869
C  -0.2746  -0.6684  -0.5253
C  1.0324  -0.8469  -0.2877
N  2.0221  -0.8133  -1.2767
C  -0.7459  -0.3836  -1.9305
N  -0.9837  0.1374  2.8750
H  -1.0070  1.1984  1.0653
H  -2.5628  0.5866  1.6288
H  -0.7844  -1.6832  1.1856
H  -2.1573  -1.3725  0.1691
H  1.4217  -1.0706  0.6962
H  2.8885  -1.2219  -0.9878
H  1.7792  -0.8258  -2.2465
H  -1.6416  0.2608  -2.0023
H  -1.2324  -1.3131  -2.2691
H  0.0058  0.1039  -2.5361
H  -0.5041  -0.7475  2.9845
H  -0.2790  0.8517  3.0107
H  2.3664  2.1240  -0.5439
H  1.3023  3.2138  -0.3142
O  2.1354  3.0302  -0.7630

Computed properties:
Frontier orbital gap ... 8.579 eV
Structure (SMILES) ... C/C(=C\N)CCN.O
LUMO ... 0.0269 Ha
HOMO energy ... -7.85 eV

---

#2
Molecular formula: C5H14N2O
Method: DFT, ωB97M-V/def2-TZVPD

Cartesian coordinates (Å):
N  -0.0752  0.7969  2.8941
C  1.0287  0.3215  1.9666
C  0.8579  0.6920  0.5393
N  0.0780  -0.1947  -0.3110
C  -0.3112  -1.4793  0.2528
C  -1.0790  0.3940  -1.1579
C  -0.3276  0.3150  -2.5262
O  -0.4246  -1.0303  -3.0770
H  -0.1386  1.7674  2.9060
H  -0.9062  0.4515  2.6956
H  1.9155  0.9972  2.3098
H  1.3813  -0.7200  2.1660
H  1.8780  0.6325  0.0829
H  0.3678  1.7361  0.4880
H  -1.3256  -1.4997  0.8775
H  0.6034  -1.8369  0.8666
H  -0.3977  -2.2431  -0.5294
H  -1.3982  1.3887  -0.9811
H  -1.8602  -0.3341  -1.1547
H  -0.8965  0.7906  -3.4229
H  0.7543  0.5789  -2.3625
H  0.2757  -1.5242  -2.5225

Computed properties:
Frontier orbital gap ... 9.157 eV
Structure (SMILES) ... CN(CCN)CCO
LUMO ... 0.0316 Ha
HOMO energy ... -8.30 eV

---

#3
Molecular formula: C5H14N2O
Method: DFT, ωB97M-V/def2-TZVPD

Cartesian coordinates (Å):
C  0.6300  -0.2382  -0.3603
C  -0.3735  0.9565  1.1063
C  -1.3488  -1.5601  -0.7540
C  0.6629  0.4839  -1.6815
C  0.2265  0.4648  2.3885
N  -0.1179  -1.2873  -0.0444
N  -0.1282  2.2627  0.7575
O  1.2367  -2.4113  -1.0689
H  0.9250  -2.5793  -1.9715
H  1.5842  -0.2202  0.1652
H  -1.4051  0.6725  0.9355
H  0.8066  2.6173  0.9012
H  -0.8410  2.7603  0.2460
H  -1.3417  -1.3007  -1.8174
H  -1.5428  -2.6273  -0.6622
H  -2.1741  -1.0349  -0.2599
H  1.4112  0.0067  -2.3128
H  -0.2970  0.4821  -2.1946
H  0.9588  1.5242  -1.5224
H  1.2798  0.7422  2.4606
H  0.1460  -0.6179  2.4447
H  -0.2975  0.9042  3.2443

Computed properties:
Frontier orbital gap (spin up / spin down) ... 8.167 / 7.240 eV
LUMO (spin up / spin down) ... 0.0118 / 0.0128 Ha
HOMO energy (spin up / spin down) ... -7.85 / -6.89 eV

---

#4
Molecular formula: C5H14N2O
Method: DFT, ωB97M-V/def2-TZVPD

Cartesian coordinates (Å):
N  -0.5930  3.4746  -0.6414
C  -0.3976  2.0649  -1.1004
C  -1.0462  1.0888  -0.1176
N  -0.0937  0.2640  0.6555
C  -0.4090  -2.1130  1.3222
C  0.0165  -1.1462  0.2426
C  1.5274  -1.3689  -0.1369
O  1.4637  -2.5779  -0.9575
H  -0.1602  3.8937  0.1701
H  -1.5876  3.6472  -0.6047
H  0.8270  0.6798  0.7595
H  -0.8504  2.2229  -2.1077
H  0.6412  1.8399  -1.2132
H  -1.7306  0.4429  -0.7015
H  -1.5787  1.6263  0.6853
H  1.9768  -3.2571  -0.5156
H  -0.2763  -3.2090  1.1991
H  -0.0018  -1.8078  2.2981
H  -1.4844  -2.0297  1.5477
H  -0.5148  -1.4863  -0.6471
H  2.2566  -1.6489  0.6294
H  2.0149  -0.6003  -0.7657

Computed properties:
Frontier orbital gap ... 9.470 eV
Structure (SMILES) ... C[C@H](CO)NCCN
LUMO ... 0.0350 Ha
HOMO energy ... -8.52 eV

---

Most stable to least stable, the ends of the list are #1 and #3.

---

#1
Molecular formula: C5H14N2O
Method: DFT, ωB97M-V/def2-TZVPD

Cartesian coordinates (Å):
C  -3.4709  0.2790  -0.0194
C  -2.0676  -0.3335  -0.0901
C  -1.1644  0.3566  -1.1198
C  0.2045  -0.2830  -1.2190
N  2.9832  0.5453  -0.9956
C  2.1223  0.2438  0.0872
N  0.8896  -0.1448  0.0609
H  -4.0730  -0.2130  0.7587
H  -4.0179  0.1554  -1.0009
H  -3.4790  1.3795  0.1649
H  -2.1779  -1.4294  -0.3691
H  -1.5834  -0.3041  0.8770
H  -1.6346  0.3644  -2.1083
H  -1.0115  1.4011  -0.8467
H  0.1455  -1.3441  -1.4684
H  0.7710  0.1973  -2.0222
H  3.3714  1.4600  -0.9129
H  3.7993  -0.0487  -0.8618
H  2.6441  0.3242  1.0593
H  0.8491  -1.4689  2.9974
H  0.5381  -0.5674  1.7890
O  0.6258  -0.5359  2.8316

Computed properties:
Frontier orbital gap ... 10.729 eV
Structure (SMILES) ... CCCC/N=C\N.O
LUMO ... 0.0266 Ha
HOMO energy ... -10.01 eV

---

#2
Molecular formula: C5H14N2O
Method: DFT, ωB97M-V/def2-TZVPD

Cartesian coordinates (Å):
C  -1.1741  1.2396  -1.3389
C  -2.0630  -0.5522  -1.2654
O  -0.1230  1.2406  -2.0975
H  0.8094  0.4915  -1.6258
H  -2.0536  1.7508  -1.7398
H  -1.0052  1.4008  -0.2671
H  -1.8701  -1.6246  -1.1441
H  -3.0008  -0.2746  -0.7809
H  -2.2712  -0.5489  -2.3377
C  1.0176  0.2422  2.6483
C  0.8697  -0.2233  1.2255
N  -0.2069  -1.0137  0.9054
N  1.6003  -0.3366  -1.0677
C  1.8256  0.0574  0.3145
H  -0.9156  -0.7819  -0.0018
H  -0.7950  -1.2244  1.7012
H  1.1173  -1.2399  -1.0622
H  2.4694  -0.4248  -1.5859
H  2.6298  0.7519  0.4745
H  1.0272  -0.6155  3.3247
H  0.1744  0.8787  2.9273
H  1.9377  0.8068  2.7934

Computed properties:
Frontier orbital gap ... 8.759 eV
LUMO ... 0.0299 Ha
HOMO energy ... -7.94 eV

---

#3
Molecular formula: C5H14N2O
Method: DFT, ωB97M-V/def2-TZVPD

Cartesian coordinates (Å):
C  -0.3152  0.1675  1.0155
C  -0.3004  -0.3973  2.4338
C  -0.0535  1.6751  1.0002
H  -1.3269  0.0078  0.6245
H  1.6547  -0.1642  0.9709
H  -0.4694  -1.4756  2.4306
H  -1.0732  0.0653  3.0531
H  0.6621  -0.2056  2.9132
H  -0.2719  2.1109  0.0259
H  0.9961  1.8793  1.2193
H  -0.6721  2.1877  1.7416
C  0.4655  0.3372  -2.3198
N  0.1716  -0.8244  -1.5017
N  -1.0776  -1.4442  -1.7101
C  0.5822  -0.8520  -0.1634
O  1.8764  -0.4130  -0.0241
H  -1.0473  -1.9304  -2.6017
H  -1.8266  -0.7501  -1.7509
H  0.3703  -1.8520  0.2345
H  1.4048  0.7650  -1.9815
H  0.5782  0.0178  -3.3578
H  -0.3277  1.0950  -2.2522

Computed properties:
Frontier orbital gap ... 9.078 eV
Structure (SMILES) ... CC(C)[C@H](O)N(C)N
LUMO ... 0.0346 Ha
HOMO energy ... -8.14 eV

---

#4
Molecular formula: C5H14N2O
Method: DFT, ωB97M-V/def2-TZVPD

Cartesian coordinates (Å):
C  -0.0329  -1.0417  0.9204
C  1.0245  -0.7377  -1.5849
C  1.0320  -0.3760  1.7813
C  -0.2198  -0.4738  -0.7816
N  0.3041  -2.4618  0.7609
O  -1.3387  -0.6139  -1.2563
H  -1.0060  -0.9739  1.4342
H  -0.4186  -2.9354  0.2229
H  0.3576  -2.9260  1.6662
H  1.0774  -0.0153  -2.4048
H  1.9407  -0.6560  -1.0001
H  0.9661  -1.7456  -1.9994
H  0.7131  0.6362  2.0568
H  1.1972  -0.8996  2.7311
H  1.9802  -0.2948  1.2405
C  -1.5405  2.5251  -0.6249
N  -0.3203  1.7508  -0.4214
H  0.3619  1.9809  -1.1419
H  -0.4652  1.0895  0.4189
H  -2.4115  1.8691  -0.6614
H  -1.5058  3.0833  -1.5619
H  -1.6954  3.2164  0.2055

Computed properties:
Frontier orbital gap ... 9.511 eV
Structure (SMILES) ... CC(=O)[C@H](C)N.CN
LUMO ... 0.0346 Ha
HOMO energy ... -8.57 eV

---

Most stable to least stable, the ends of the list are #1 and #2.

---

#1
Molecular formula: C7H9NO
Method: DFT, ωB97M-V/def2-TZVPD

Cartesian coordinates (Å):
C  1.8738  -0.4429  -0.5110
C  0.3319  -0.2835  -0.3027
C  -0.3425  -1.4851  -0.2156
C  -1.7222  -1.3659  0.0287
C  -2.4223  -0.1870  0.1814
C  -1.6046  0.9997  0.1308
C  -0.2992  0.9516  -0.0671
H  2.5273  0.4181  1.1555
H  2.3770  -1.3346  1.0355
H  2.3718  0.6421  -0.9140
H  2.0950  -1.3066  -1.1017
H  0.1600  -2.3573  -0.2171
H  -2.2941  -2.0923  0.2171
H  -3.4006  -0.2193  0.3568
H  -2.1001  2.1044  0.4174
H  0.1694  2.6839  0.0699
N  2.6618  -0.5423  0.6611
O  0.5716  2.0171  -0.1392

Computed properties:
Frontier orbital gap ... 9.620 eV
Structure (SMILES) ... NCc1ccccc1O
LUMO ... 0.0307 Ha
HOMO energy ... -8.78 eV

---

#2
Molecular formula: C7H9NO
Method: DFT, ωB97M-V/def2-TZVPD

Cartesian coordinates (Å):
C  -1.2868  -1.1386  0.9422
C  2.8658  -0.6097  -0.3919
C  1.7234  -0.0839  0.4072
C  1.0745  1.0097  0.2769
C  -1.4344  0.0215  -1.1490
C  -2.3479  1.0522  0.9308
C  -1.7246  0.0639  0.2725
N  -0.9514  -2.0937  1.4602
O  0.4718  1.9979  0.0993
H  2.9719  -1.7457  -0.5224
H  3.0101  -0.0113  -1.4040
H  1.2306  -0.8429  0.9839
H  -0.5364  -0.7592  -1.2719
H  -1.1366  1.0541  -1.6156
H  -2.3256  -0.4875  -1.6179
H  -2.7516  1.9046  0.3449
H  -2.6437  0.9851  2.0151
H  3.7910  -0.3165  0.2398

Computed properties:
Frontier orbital gap ... 9.198 eV
Structure (SMILES) ... C=C(C)C#N.CC=C=O
LUMO ... 0.0115 Ha
HOMO energy ... -8.89 eV

---

Most stable to least stable, the ends of the list are #2 and #1.

---

#1
Molecular formula: C2H2N2O2
Method: DFT, ωB97M-V/def2-TZVPD

Cartesian coordinates (Å):
C  1.1370  -1.3609  0.4409
C  -2.2975  -0.0272  -0.1988
N  1.5787  0.8827  -0.7476
N  1.4920  0.5038  0.3995
O  -1.8275  0.6638  0.5489
O  -2.8935  -0.7787  -0.8400
H  0.6933  -1.5276  1.3920
H  2.1175  1.6443  -0.9949

Computed properties:
Frontier orbital gap (spin up / spin down) ... 7.045 / 7.833 eV
LUMO (spin up / spin down) ... -0.0557 / -0.0370 Ha
HOMO energy (spin up / spin down) ... -8.56 / -8.84 eV

---

#2
Molecular formula: C2H2N2O2
Method: DFT, ωB97M-V/def2-TZVPD

Cartesian coordinates (Å):
C  -1.0870  -0.5027  0.0184
C  0.9930  0.2000  0.0196
H  -0.4379  1.7766  0.0065
H  1.9536  0.8707  -0.3137
N  -0.2249  0.6843  0.2388
N  1.1912  -1.1332  -0.1262
O  -2.2485  -0.4470  -0.1016
O  -0.1395  -1.4487  0.2583

Computed properties:
Frontier orbital gap ... 10.365 eV
Structure (SMILES) ... O=c1[nH]cno1
LUMO ... 0.0155 Ha
HOMO energy ... -9.94 eV

---

Most stable to least stable, the ends of the list are #2 and #1.

---

#1
Molecular formula: C2H2N2O2
Method: DFT, ωB97M-V/def2-TZVPD

Cartesian coordinates (Å):
C  2.0460  -1.1353  -0.2703
C  -1.8687  -0.0029  -0.2392
N  1.6239  -0.1042  0.0253
N  -1.2162  1.0319  -0.1554
O  -2.5813  -0.8413  -0.5489
O  -0.6799  1.7891  0.8663
H  2.4820  -2.0068  -0.6826
H  0.1942  1.2695  1.0048

Computed properties:
Frontier orbital gap ... 10.555 eV
Structure (SMILES) ... O=C=NO.C#N
LUMO ... 0.0235 Ha
HOMO energy ... -9.91 eV

---

#2
Molecular formula: C2H2N2O2
Method: DFT, ωB97M-V/def2-TZVPD

Cartesian coordinates (Å):
C  0.0310  0.2719  -0.9662
C  -0.8664  0.1613  0.9121
H  -1.6927  0.4182  1.6636
H  1.8829  -0.8347  -0.3267
N  -0.8363  0.7629  -0.1994
N  0.9404  -0.3022  -0.0230
O  0.4093  0.2590  -2.1735
O  0.1319  -0.7363  1.1131

Computed properties:
Frontier orbital gap ... 10.126 eV
Structure (SMILES) ... O=c1nco[nH]1
LUMO ... 0.0032 Ha
HOMO energy ... -10.04 eV

---

Most stable to least stable, the ends of the list are #2 and #1.